(1)
Below is a molecular structure, C29H45Cl2N2PRe, with properties calculated with the ωB97M-V functional and the def2-TZVPD basis.

Computed properties:
energy relative to the best compared isomer or geometry (same formula, charge and spin)	0.0	kJ/mol
E_LUMO (spin up / spin down)	0.1 / 0.0	eV
multiplicity	4
Kohn-Sham gap (spin up / spin down)	5.72 / 5.98	eV

```
80
C29H45Cl2N2PRe (the ωB97M-V functional and the def2-TZVPD basis)
C -4.078 -0.762 3.288
C -4.866 0.435 2.751
H -1.228 -2.343 -5.100
H -0.887 -3.270 -2.838
C -2.011 -2.202 -4.357
C -0.468 3.016 1.891
C 3.431 -0.666 -4.904
C -1.424 -2.320 -2.948
H -4.290 1.352 2.913
C 2.432 2.974 -0.375
H 0.684 0.578 -3.293
C -4.246 -3.225 -3.527
H -3.141 -4.305 -2.005
N 1.419 4.485 0.912
H -5.631 1.266 0.893
N 1.373 2.372 0.491
C -1.242 -3.609 0.533
H -6.029 -0.420 1.154
H -2.443 -2.113 2.791
H 1.738 -1.629 -0.508
C -5.232 0.324 1.270
H -0.649 -3.042 1.312
C 2.449 4.266 -0.022
H -3.705 -0.564 4.291
H -5.791 0.539 3.334
Cl 1.063 -0.435 2.150
H -4.847 -2.313 -3.536
H -4.416 -0.256 -0.656
H -0.893 -6.894 0.095
H -2.747 -4.189 -4.680
H -4.944 -4.052 -3.652
H -3.037 -1.212 -2.131
H -3.229 0.565 0.373
H 3.177 4.985 -0.354
H -4.759 -1.617 3.378
H -4.443 -3.266 -1.354
H 3.944 -0.604 -5.860
C 3.931 -1.469 -3.875
C -2.943 -1.225 2.377
H 2.857 2.294 -1.118
H 0.505 -3.358 -0.744
H 1.189 5.387 1.400
H 3.705 -2.135 -1.815
H -4.491 -2.220 1.107
C 1.603 -0.008 -3.459
C -3.600 -1.505 0.989
C -0.189 -4.178 -0.446
H -2.239 -6.494 2.070
P -2.286 -2.190 -0.135
H 1.848 0.686 -5.482
C -3.661 -3.341 -2.131
C -0.397 -6.344 0.897
H -0.819 1.946 1.683
Re 0.593 0.663 0.129
C 2.129 -0.746 -2.384
C 0.546 -5.323 0.246
H 1.194 -5.818 -0.475
C 2.252 0.049 -4.694
C 1.535 -0.628 -1.030
H -0.702 -1.511 -2.699
C -4.082 -0.153 0.386
H -2.363 -1.175 -4.494
C 0.791 3.353 1.171
H -2.139 -0.461 2.259
H -2.868 -4.975 0.279
H -1.320 3.695 1.597
H -0.293 3.104 3.006
H 4.862 -2.031 -4.032
H -0.681 -4.554 -1.360
C 3.289 -1.518 -2.650
H 1.217 -4.900 0.995
C -2.628 -2.235 -1.972
H -3.644 -2.957 -5.575
Cl -0.998 1.463 -1.463
C -3.170 -3.181 -4.612
H 0.183 -7.064 1.484
C -2.241 -4.607 1.109
H -1.087 -5.365 2.712
H -2.910 -4.097 1.830
C -1.496 -5.752 1.778
```

(2)
Below is a molecular structure, C29H45F5N2O7PmSSi2, with properties calculated with the ωB97M-V functional and the def2-TZVPD basis.

Computed properties:
energy relative to the best compared isomer or geometry (same formula, charge and spin)	31.9	kJ/mol
E_LUMO (spin up / spin down)	2.0 / 2.0	eV
multiplicity	5
Kohn-Sham gap (spin up / spin down)	6.80 / 6.80	eV
total charge	-1

```
92
C29H45F5N2O7PmSSi2 (the ωB97M-V functional and the def2-TZVPD basis)
C 1.428 -4.128 -3.870
H 6.658 5.835 5.652
C 5.616 5.030 4.060
H -2.823 0.308 -2.840
C 4.577 4.223 2.038
S 1.904 3.493 1.627
H -2.306 0.737 -4.520
H -4.806 0.403 2.340
C 2.514 1.237 0.488
C -2.906 -5.004 -1.537
F -2.749 -2.787 2.050
H 0.477 -1.997 -5.571
H 2.130 -4.306 -0.763
H -1.295 1.203 -3.182
H 2.747 1.902 -0.379
H -3.831 -1.042 2.646
H -0.074 1.976 2.891
O 2.131 4.139 0.374
H -1.404 3.583 -1.265
H 1.903 -0.439 -2.952
O 1.299 -0.834 0.388
F -0.766 -3.976 3.615
H 0.467 0.257 2.871
H 4.546 4.028 0.950
C -3.614 -3.009 -0.572
H 2.396 -4.586 -3.743
C -1.844 -4.362 -2.152
C 3.346 3.962 2.702
C -1.354 -2.530 1.793
C -3.787 -4.348 -0.662
H -2.916 1.929 2.759
C -0.592 -2.164 -2.400
O -1.487 0.455 2.392
C -1.653 -2.955 -1.865
H 6.529 5.148 2.192
H 0.397 -4.715 -1.010
H 7.293 6.420 4.051
C -2.519 -2.169 -4.954
C 5.646 4.774 2.663
C -3.828 -0.056 2.302
O -3.501 -0.201 0.879
H 2.331 4.056 4.600
F -0.950 -3.734 1.229
H -2.670 -1.651 -5.861
F -1.380 -1.948 4.136
H 3.116 -1.671 -3.569
Pm -1.045 -0.607 -0.008
H 3.325 0.594 0.656
H -5.192 0.945 0.304
H -0.480 -0.760 -6.141
O 0.780 4.016 2.421
H -2.199 -3.163 -5.198
C 0.110 -0.974 -5.301
C -2.723 0.851 2.862
H -3.004 -6.124 -1.814
H -4.223 0.108 -0.917
H -0.570 0.856 4.186
C 1.495 0.330 -0.114
H 1.380 -3.715 -4.904
Si 1.132 -2.788 -2.445
H 4.272 4.975 5.847
C 2.460 -1.401 -2.745
H 0.820 -4.969 -3.795
H -1.179 3.405 0.488
C 4.417 4.799 4.746
H -4.285 -2.398 0.085
H -4.550 -4.874 -0.146
C 3.238 4.309 4.077
C -1.095 2.903 -0.467
N -2.551 -2.366 -1.095
H -3.470 -2.140 -4.401
C -0.757 -2.684 3.180
H 0.952 -0.326 -5.212
O -1.994 1.732 -0.369
C -0.314 0.953 3.133
H -1.178 -4.755 -2.897
Si -1.196 -1.246 -3.914
H -0.083 2.540 -0.648
C 6.851 5.595 4.636
C -4.160 0.724 -0.005
O 0.726 0.699 -1.042
F 0.535 -2.293 3.211
H -3.443 2.577 0.795
H 2.894 -1.261 -1.739
C -3.327 2.004 -0.129
C 1.121 -3.882 -0.952
H -3.718 2.690 -0.854
H 0.920 -3.229 -0.113
H 7.653 4.734 4.689
C -1.957 0.443 -3.526
N 1.956 1.939 1.616
H -2.739 0.752 3.934
```

(3)
Below is a molecular structure, C29H45FLaP2, with properties calculated with the ωB97M-V functional and the def2-TZVPD basis.

Computed properties:
energy relative to the best compared isomer or geometry (same formula, charge and spin)	0.0	kJ/mol
E_LUMO	-2.8	eV
multiplicity	1
Kohn-Sham gap	7.25	eV
total charge	+1

```
78
C29H45FLaP2 (the ωB97M-V functional and the def2-TZVPD basis)
H 3.599 1.511 0.839
H 0.576 0.676 5.035
H -3.718 -0.004 -0.025
C 0.368 -0.842 -6.292
H 0.270 0.672 -2.143
H 2.056 -1.777 -1.142
La -0.170 -0.206 2.139
H 3.585 -1.059 -0.577
H -2.828 1.465 0.475
C 0.103 0.802 -1.062
C -0.985 -1.374 -5.762
C 2.618 -0.826 -1.067
F -0.787 5.893 4.436
H -1.260 2.772 -5.818
C -0.712 -1.647 4.155
H -2.760 -1.007 4.157
H -2.451 1.501 -4.387
C -0.845 -2.589 3.064
H 3.259 -0.996 3.120
C -2.120 -3.059 2.459
H 2.135 2.527 0.972
H -2.515 -3.907 3.028
H -0.581 1.450 -6.754
H -2.717 4.360 3.606
C 2.680 1.830 0.304
C 1.257 -0.187 5.044
H -1.976 -3.398 1.429
H 3.431 -2.651 3.707
C 0.463 -2.865 2.557
H 2.971 2.359 -0.619
C 1.385 0.846 -4.641
H 2.189 1.029 -3.927
P -1.317 -0.260 -0.434
H -2.377 -2.294 -1.259
C -0.236 2.143 2.899
C -0.603 4.630 3.925
C 0.697 -1.340 4.294
H -0.782 -2.275 -5.159
C 0.879 2.845 3.315
H 2.219 0.128 4.624
H -1.972 -0.954 5.733
C -2.898 0.686 -0.315
C 2.868 -2.015 3.014
C 0.696 4.136 3.847
H -0.609 -2.321 -1.462
C 1.307 -0.378 -5.223
H 1.435 -0.434 6.093
H 1.875 2.400 3.242
C 1.410 -2.092 3.294
H -2.381 2.011 2.672
H 0.199 -0.111 -7.092
C -0.767 1.790 -5.727
H 1.175 2.724 -5.635
H 3.096 -2.361 2.002
H 1.649 -3.456 0.863
C -1.814 -0.788 4.665
C -1.725 3.919 3.517
H -1.575 -1.721 -6.629
C -1.720 0.930 -4.959
H 0.864 -1.702 -6.771
H 2.031 -1.140 -4.930
C -1.530 2.624 2.991
C 0.788 -3.795 1.447
H -0.057 -3.930 0.768
C -1.804 -0.427 -4.946
H -3.150 1.168 -1.273
P 1.641 0.339 -0.024
H 1.533 4.740 4.187
C 0.573 2.050 -5.000
H -2.619 -0.888 -4.388
H 2.836 -0.489 -2.096
H 1.038 -4.783 1.852
H -1.627 -1.436 -2.641
H -1.598 0.296 4.550
C -1.507 -1.682 -1.571
H 0.357 2.617 -4.080
H -0.122 1.878 -0.948
H -2.898 -2.283 2.455
```

(4)
Below is a molecular structure, C29H45N5O4S, with properties calculated with the ωB97M-V functional and the def2-TZVPD basis.

Computed properties:
E_LUMO	0.5	eV
multiplicity	1
Kohn-Sham gap	8.98	eV

```
84
C29H45N5O4S (the ωB97M-V functional and the def2-TZVPD basis)
H 1.747 0.869 3.383
H 3.603 -0.723 1.558
H -3.990 -4.281 3.766
H -2.008 1.732 2.924
O 3.794 0.952 3.616
H -3.830 6.333 1.696
H -2.580 -0.844 -8.312
H -4.631 -2.692 3.335
C 4.287 -5.541 1.951
H 4.657 -6.158 1.127
H 0.854 -2.439 -8.568
H -5.536 -4.488 1.847
C 3.380 2.835 2.039
H 3.465 3.540 2.906
H -3.939 7.214 3.230
C 2.845 -5.139 1.660
C 3.450 0.336 1.241
H 0.754 -2.034 -6.845
C 3.551 1.381 2.271
H -1.572 -3.091 -8.542
H 3.047 -0.031 -0.925
H 6.227 -4.674 2.370
C -1.431 5.219 2.214
C 3.082 3.254 0.649
N -1.535 -2.613 2.648
C 5.212 -4.337 2.151
O 1.154 1.315 6.994
H -1.671 -2.641 -6.845
H -3.905 -4.929 1.361
H -1.756 6.085 4.124
C 3.150 0.762 -0.145
C -1.174 -2.406 -7.790
N -0.960 5.248 1.159
C -2.611 -3.006 2.798
H -3.997 5.028 4.467
N 5.251 -2.852 -0.036
H 2.964 4.346 0.440
N 1.685 -0.208 -3.116
H 0.511 -3.695 -7.370
H -0.456 1.921 -2.141
H -1.654 4.320 4.123
C -4.182 6.273 2.729
C -1.007 -0.017 -7.167
H 2.709 2.568 -1.427
H 4.309 -6.160 2.852
C -2.043 5.183 3.579
C 0.216 1.989 -2.999
H -3.592 -2.684 0.305
C -3.997 -3.512 2.991
H -1.005 -0.888 4.388
H -5.217 -2.212 0.832
H -5.269 6.177 2.696
C -0.976 0.204 4.136
C -1.730 0.647 3.061
C -0.591 2.146 -4.291
H 2.352 2.070 4.692
H -1.260 1.294 -4.414
C 0.294 2.267 -5.529
H -3.841 4.165 2.942
C -3.567 5.087 3.463
C 5.235 -3.501 0.919
H 2.766 -4.572 0.729
H 0.900 1.385 -5.684
H -5.000 -3.510 -0.351
C -1.501 -0.968 -8.202
H -1.218 3.039 -4.214
H -0.303 2.419 -6.417
O 2.257 -0.015 5.198
O -0.237 1.108 4.935
H 0.871 2.849 -2.848
N -0.613 0.725 -6.362
C 2.480 1.042 4.232
H -2.149 -0.046 2.279
H 2.437 -4.529 2.470
H 2.218 -6.026 1.553
H -1.033 -0.728 -9.161
S 0.805 0.310 5.978
C -4.587 -3.061 0.555
H 0.975 3.138 -5.429
C 2.955 2.198 -0.397
H 4.870 -3.726 2.990
C 0.323 -2.653 -7.636
C -4.532 -4.091 1.678
C 1.044 0.752 -3.066
```

(5)
Below is a molecular structure, C29H46BrCdN3P2S, with properties calculated with the ωB97M-V functional and the def2-TZVPD basis.

Computed properties:
energy relative to the best compared isomer or geometry (same formula, charge and spin)	227.0	kJ/mol
E_LUMO (spin up / spin down)	-7.8 / -9.0	eV
multiplicity	1
Kohn-Sham gap (spin up / spin down)	4.96 / 3.73	eV
total charge	+2

```
83
C29H46BrCdN3P2S (the ωB97M-V functional and the def2-TZVPD basis)
H -2.180 0.497 7.176
H 1.542 1.826 0.338
C -0.943 4.973 -3.456
C 0.440 2.857 -1.165
C -1.722 1.883 -1.842
S 0.594 1.571 3.546
H -1.752 -1.000 -2.462
H 0.964 -1.095 -1.134
H 4.924 -1.475 2.127
C -0.947 3.996 -2.729
N 1.336 0.598 5.878
H -0.255 -0.353 8.696
C 0.641 1.796 -0.277
H -3.377 -0.762 -4.498
H -0.140 -2.685 -2.443
H -1.475 4.525 -6.110
H -3.714 -2.492 -4.274
C -1.540 0.855 -0.921
C -1.255 0.006 6.842
H 5.127 -1.155 0.385
C -0.121 0.268 7.808
N -1.047 7.844 -6.550
H -1.657 0.555 4.785
H -1.457 6.302 -7.871
C -0.775 7.306 -4.226
H -4.481 -3.656 1.210
C -0.732 2.880 -1.924
C -2.965 -3.062 -0.182
H -0.826 -5.207 -2.984
C 3.226 -3.736 1.033
C -0.364 0.852 -0.198
H 1.151 3.689 -1.218
C -0.803 8.214 -5.291
H -5.141 -2.946 -0.276
P 2.051 -1.118 0.962
C -1.261 5.561 -5.842
H 3.337 -4.627 1.664
C -4.363 -3.603 0.125
C -2.666 -1.583 -2.624
C -1.265 6.557 -6.826
H -2.922 -1.983 0.035
H -1.464 -1.071 6.769
H 1.395 -1.107 7.065
C 2.361 -2.720 1.782
C 1.992 -1.384 -0.859
H 2.806 0.488 -1.633
H -0.337 -3.166 -0.740
C 4.861 -0.704 1.351
H 2.235 0.802 5.463
H -0.146 1.318 8.111
C 0.300 0.836 5.060
P -2.443 -3.253 -1.909
H -2.633 1.970 -2.442
H 1.358 -3.141 1.983
H 2.075 -2.461 -1.070
H 3.266 0.426 2.312
C -0.994 5.946 -4.509
C 2.958 -0.594 -1.743
Cd -0.232 -0.192 1.690
C -0.623 -3.413 -1.775
H 2.755 -0.834 -2.799
H -2.344 0.137 -0.759
N -0.931 0.511 5.496
H 2.796 -2.491 2.770
H 4.010 -0.828 -1.531
H -3.490 -1.093 -2.087
H 2.053 0.366 7.825
H -2.207 -3.550 0.454
H -2.081 -1.960 -4.675
C 3.486 -0.031 1.330
H -0.628 9.277 -5.112
H 5.623 0.052 1.582
H -4.516 -4.603 -0.291
H 3.481 0.797 0.603
H -0.602 7.658 -3.209
Br -2.773 -0.453 2.072
C 1.238 -0.026 7.197
H -0.407 -5.522 -1.306
C -2.979 -1.702 -4.109
C -0.227 -4.842 -2.142
H 0.830 -4.901 -2.418
H 2.758 -4.062 0.097
H 4.233 -3.353 0.816
```

(6)
Below is a molecular structure, C29H46BrN3P2V, with properties calculated with the ωB97M-V functional and the def2-TZVPD basis.

Computed properties:
E_LUMO (spin up / spin down)	-7.0 / -6.9	eV
multiplicity	4
Kohn-Sham gap (spin up / spin down)	4.93 / 5.03	eV
total charge	+2

```
82
C29H46BrN3P2V (the ωB97M-V functional and the def2-TZVPD basis)
H 0.796 -0.279 -8.673
C -0.543 1.703 -0.788
P 1.853 -1.034 0.541
H 4.260 1.765 -0.266
C -1.755 5.464 3.257
H 0.021 2.472 -0.272
C -2.557 0.432 -1.069
H -0.918 1.313 3.577
N -3.072 -2.848 1.683
H 3.573 0.329 1.534
H 1.338 -2.408 2.378
H -4.546 -3.385 3.036
C -4.464 -3.067 1.996
H -2.784 5.635 2.905
C 2.826 0.486 0.739
C -0.647 -0.076 -2.514
H -3.591 0.183 -0.822
C -2.159 -1.516 -8.044
Br -2.988 2.848 0.311
H 3.670 -3.436 2.853
H 0.513 2.188 6.138
H -1.108 6.206 2.768
H 1.177 1.056 -1.998
C -0.026 -0.661 -8.058
H 1.696 -3.445 -2.323
H 0.443 -3.044 -1.138
H 1.835 2.583 2.245
H 0.850 1.160 3.649
H 2.868 -4.035 1.407
C 2.293 -2.010 2.013
H 2.757 1.535 -1.159
H 1.005 -0.905 -3.709
C -2.628 -1.874 0.851
H -2.104 3.310 3.213
C 1.546 -3.178 -1.267
H -3.067 -1.918 -6.159
C -1.328 4.030 2.928
H -3.238 -1.008 0.637
C 0.082 -0.716 -6.667
H -1.729 5.645 4.340
V -0.150 -1.130 -0.825
H 0.976 -0.313 -6.192
H -1.986 -1.733 -4.123
H 3.276 4.781 2.212
C 2.606 4.475 3.030
H -3.028 -1.818 -8.621
H 1.013 4.033 1.596
H 2.105 1.226 1.113
H 3.965 0.239 -1.118
H 0.059 -3.644 1.169
C 1.472 3.591 2.493
C -1.018 -1.364 -4.481
C -0.013 1.676 4.083
C -1.921 1.602 -0.634
C 3.489 1.025 -0.525
H 2.645 -1.297 2.772
C 3.307 -3.140 1.860
H -1.148 3.912 1.851
H 2.197 5.381 3.502
H -2.106 -4.546 2.599
N -1.364 -2.107 0.499
H 3.448 -2.329 -0.601
C -2.160 -1.609 -6.658
P 0.181 3.464 3.790
H 1.843 -4.052 -0.669
C 0.133 0.844 -1.715
C 2.452 -1.991 -0.908
H -4.872 -3.847 1.331
N -1.113 -1.052 -8.716
H 3.204 3.937 3.782
H -2.492 -1.264 -2.412
C -2.014 -3.712 1.931
H 0.256 0.461 5.887
C -0.956 -3.266 1.200
C -0.994 -1.257 -5.929
C -0.083 -0.912 -3.564
H -1.130 1.553 5.948
C -1.922 -0.451 -1.966
H 4.187 -2.863 1.272
C -0.096 1.454 5.598
H -5.028 -2.133 1.831
H 2.627 -1.322 -1.761
```

no.,strongest force on any atom (eV/A)
1,6.0
2,3.3
3,1.8
4,9.0
5,3.2
6,3.4